No. 1
DFT (ωB97M-V/def2-TZVPD) results for a 13-piece molecular cluster, C4H33NO14 overall at a distorted geometry.

Structure (XYZ):
```
52
Properties=species:S:1:pos:R:3:forces:R:3:nbo_charge:R:1
O -0.3643 -1.1877 -3.2178 -0.05 -0.08 -0.26 -0.55
C -0.4424 -0.2922 -2.4206 -0.10 -0.16 0.61 0.44
C -0.6673 -0.5304 -0.9178 -1.00 -1.56 -1.07 -0.17
C 0.5395 -0.2978 -0.0483 0.85 0.33 0.52 -0.67
N -1.3073 -1.8830 -0.7173 1.43 0.42 1.49 -0.66
C -0.4131 -2.9464 -0.2550 -0.22 0.25 -1.39 0.08
O 0.5733 -3.3033 -1.2268 0.27 -0.56 -0.45 -0.77
H -0.3827 0.7556 -2.7333 -0.17 0.11 -0.08 0.13
H -1.5191 0.0993 -0.6847 0.85 0.73 0.04 0.20
H 1.0108 0.6997 -0.1374 -0.70 -0.27 0.31 0.24
H 0.2223 -0.4389 0.9698 -0.20 0.39 0.53 0.24
H 1.3900 -0.9889 -0.1111 -0.47 -0.11 -0.77 0.24
H -1.7777 -2.1429 -1.5657 0.09 -0.38 -0.31 0.37
H 0.1696 -2.7022 0.6275 -0.72 0.32 0.48 0.18
H -1.0146 -3.8463 -0.1370 0.09 0.04 0.32 0.18
H 0.9401 -2.5031 -1.6215 -0.19 0.12 0.04 0.48
H -0.2385 1.2515 2.6625 0.54 0.85 0.05 0.48
H -1.0846 1.3868 1.5438 0.54 1.62 0.17 0.49
O -0.4199 1.9722 2.0107 -0.59 -2.76 0.61 -0.99
H 3.1694 -0.4909 -2.4762 -0.41 -0.09 0.03 0.50
H 2.7486 -1.9474 -2.7341 0.12 0.11 -0.15 0.48
O 3.0126 -1.3374 -2.0373 0.29 -0.48 0.14 -0.98
H 1.5560 1.1452 -1.7316 -0.19 -0.38 -0.06 0.48
H 2.4642 1.7307 -2.6876 -0.34 -0.32 -0.59 0.48
O 1.7773 1.0316 -2.6705 1.27 1.48 0.55 -0.95
H -0.2393 -0.7425 4.2802 0.73 -0.03 0.20 0.49
H 0.9121 -0.5444 3.1150 0.21 -0.21 0.91 0.51
O -0.0292 -0.6591 3.3515 -0.86 0.29 -0.97 -1.01
H 3.0067 2.5071 1.4218 -0.91 0.73 0.17 0.47
H 1.6576 3.1637 0.6145 0.46 -0.05 0.64 0.52
O 2.4564 2.6072 0.6406 0.80 -1.02 -1.03 -1.02
H 3.1526 0.0201 2.3386 -0.02 -0.59 -0.83 0.50
H 2.4711 -1.4746 2.0086 0.79 0.33 -0.72 0.52
O 2.6086 -0.7243 2.6026 -0.77 0.05 1.36 -1.00
H 3.4547 -2.4498 0.0358 0.03 0.10 0.14 0.49
H 2.3369 -3.4084 -0.1907 -0.37 0.05 0.42 0.50
O 2.7880 -2.9408 0.5360 0.32 0.01 -0.34 -0.98
H -1.5347 3.6276 1.9387 0.31 -0.12 -0.14 0.50
H -2.0686 3.2231 0.5980 0.07 -0.09 0.05 0.49
O -1.5971 3.9462 1.0299 -0.75 0.96 -0.07 -0.98
H -2.7424 0.7081 0.1664 -0.77 0.96 0.90 0.50
H -3.7483 1.5052 1.0591 0.03 -0.28 -0.01 0.49
O -2.8088 1.3580 0.9096 0.22 -0.37 -0.64 -0.99
H -3.0506 -0.5611 3.0636 1.03 0.06 -0.84 0.49
H -2.9978 -1.4261 1.6140 1.02 0.69 0.45 0.50
O -3.4300 -1.1652 2.4288 -1.99 -0.91 0.33 -0.99
H 0.0932 4.4683 0.2842 0.10 -0.48 -0.92 0.51
H -0.0128 3.9239 -1.1413 -0.02 -0.03 0.08 0.47
O 0.6447 4.1821 -0.4895 -0.25 0.60 0.67 -0.98
H -4.0261 0.9308 -2.0355 0.12 0.19 0.09 0.49
H -3.8852 -0.5060 -1.5897 0.12 -0.04 0.14 0.49
O -3.5231 0.3750 -1.4291 -0.62 -0.45 -0.77 -0.96
```
Forces are in eV/Å.

Output
F_max in hartree/bohr: 0.0561
Energy above the lowest of the compared OMol25 structures with the same formula, charge and spin in kcal per mole: 112.2
HOMO level in Ha: -0.3451
LUMO in eV: -0.1

=====

No. 2
DFT (ωB97M-V/def2-TZVPD) results for a 13-piece molecular cluster, C4H33NO15 overall at a distorted geometry.

Structure (XYZ):
```
53
Properties=species:S:1:pos:R:3:forces:R:3:nbo_charge:R:1
C 0.6061 -1.0865 -0.7530 -1.76 0.58 1.64 -0.22
C 1.3539 -1.3104 0.5613 1.13 -0.03 0.41 -0.46
C 0.8210 -2.1368 1.7239 -0.36 -0.57 -0.03 -0.07
O 0.8155 -3.5474 1.6168 -0.25 -0.29 -0.32 -0.72
N 0.0550 0.2774 -0.6847 -0.03 0.27 -0.04 -0.62
C 0.2992 1.2523 -1.5440 -0.52 0.45 -2.52 0.92
O 0.5137 0.7839 -2.8058 0.01 -0.95 0.22 -0.73
O 0.1801 2.4719 -1.4175 0.59 -0.34 0.96 -0.71
H -0.2798 -1.7267 -0.7567 0.31 -0.41 -0.31 0.19
H 1.1760 -1.1878 -1.6540 0.25 0.01 -0.15 0.24
H 2.3788 -1.6131 0.3244 0.01 -0.27 0.15 0.21
H 1.4810 -0.3659 1.1043 -0.01 0.34 -0.62 0.23
H 1.4203 -1.8284 2.5889 -0.01 -0.09 0.08 0.15
H -0.2171 -1.9341 1.9728 0.04 0.47 -0.15 0.21
H 1.6831 -3.8852 1.4089 0.45 0.02 -0.10 0.46
H -0.4124 0.5516 0.1621 0.16 0.11 0.37 0.41
H 1.1751 1.3201 -3.2546 0.12 0.33 0.23 0.52
H -2.4792 2.2476 -0.6423 0.02 0.34 -0.15 0.49
H -1.0922 2.8444 -0.5509 -0.53 0.41 0.23 0.50
O -2.0091 2.9590 -0.1728 0.06 -0.09 0.11 -1.04
H -4.0152 -2.6955 -0.3955 -0.10 0.02 0.12 0.47
H -3.2425 -2.2995 -1.6537 -0.15 0.11 0.08 0.50
O -3.9289 -1.9858 -1.0371 0.23 -0.02 0.00 -0.98
H -0.9836 -2.0614 -2.7225 -0.04 -0.28 0.32 0.50
H -2.0489 -1.8639 -3.7502 -0.32 -0.12 -0.01 0.48
O -1.9319 -2.2144 -2.8591 0.63 0.37 -0.52 -0.97
H -3.1398 0.2370 0.6135 -0.23 -0.16 -0.06 0.49
H -3.0594 1.6963 1.0492 0.25 0.04 0.10 0.50
O -2.9753 0.7930 1.3811 -0.19 -0.09 0.03 -0.97
H 0.8356 0.2768 3.4719 -0.22 -0.03 -0.11 0.49
H 0.2430 1.6024 2.9890 -0.07 0.06 -0.03 0.50
O 1.0766 1.1736 3.2272 0.52 0.32 0.00 -0.99
H -1.3401 3.2674 1.5268 -0.03 0.46 -0.05 0.52
H -0.5301 4.0796 2.6740 -0.43 0.23 -0.18 0.48
O -0.5838 3.2905 2.1365 0.59 -0.82 0.20 -1.01
H 2.7646 1.6820 -1.0124 0.24 -0.06 -0.20 0.49
H 3.7351 0.7190 -1.6514 -0.10 0.09 0.09 0.50
O 2.9891 1.2922 -1.8729 0.05 0.14 -0.25 -1.00
H 2.0366 2.1566 1.6522 0.13 -0.38 0.08 0.52
H 1.5858 2.7065 0.3305 0.09 -0.06 -0.13 0.50
O 2.3121 2.1915 0.7212 -0.46 0.53 0.29 -1.01
H 1.9944 -3.3372 -2.4528 0.00 -0.11 -0.04 0.48
H 0.8852 -4.4022 -2.4443 0.06 -0.05 0.00 0.48
O 1.0793 -3.4932 -2.1980 -0.07 0.00 -0.11 -0.95
H -1.5242 -0.1139 4.0172 -0.17 0.02 -0.03 0.47
H -1.8580 0.1667 2.5247 -0.11 -0.04 0.17 0.51
O -1.2747 -0.3468 3.1191 0.06 -0.05 0.15 -1.00
H -2.8098 -0.0277 -1.6629 -0.06 0.00 0.26 0.50
H -3.2686 1.0628 -2.5875 -0.06 0.32 0.09 0.49
O -2.9996 0.9227 -1.6729 -0.06 -0.59 -0.51 -0.97
H 3.4402 0.3086 0.5854 -0.11 -0.19 -0.21 0.49
H 4.7543 0.9580 0.5369 0.33 -0.08 -0.18 0.48
O 4.3136 0.1723 0.1897 0.13 0.10 0.63 -0.96
```
Forces are in eV/Å.

Output
F_max in hartree/bohr: 0.0507
Energy above the lowest of the compared OMol25 structures with the same formula, charge and spin in kcal per mole: 10.2
HOMO level in Ha: -0.3645
LUMO in eV: 0.0

=====

No. 3
DFT (ωB97M-V/def2-TZVPD) results for a 14-piece molecular cluster, C4H33NO15S overall at a distorted geometry.

Structure (XYZ):
```
54
Properties=species:S:1:pos:R:3:forces:R:3:nbo_charge:R:1
O -2.8133 -0.3296 -0.7312 0.11 -0.45 0.30 -0.72
C -1.8318 0.3967 -0.5426 -0.16 0.93 -1.12 0.70
N -1.9415 1.5169 0.2114 0.36 -0.83 -0.08 -0.64
C -0.8573 2.5253 0.5637 -1.38 -1.66 -0.02 0.17
O -0.4221 3.1960 -0.4867 0.19 0.87 0.11 -0.91
C -0.5707 0.1949 -1.3598 0.96 1.37 -0.26 -0.54
C 0.4350 -0.7685 -0.7548 -0.16 -0.81 0.24 -0.51
S 2.1108 -0.8426 -1.4526 0.25 0.40 -0.05 -0.68
H -2.8777 1.6184 0.5726 0.03 0.25 0.18 0.39
H -0.0972 1.8784 1.0586 0.00 0.28 -0.07 0.06
H -1.4067 3.0117 1.3978 0.56 0.73 -0.19 0.13
H -0.8544 0.1507 -2.4163 -0.15 -1.12 0.08 0.21
H -0.0083 1.1310 -1.4367 -0.22 0.25 0.55 0.25
H 0.5114 -0.4547 0.2870 -0.08 -0.16 0.01 0.17
H 0.1156 -1.8104 -0.7410 -0.58 0.06 0.14 0.20
H -5.4655 -0.9985 -0.4712 0.45 0.08 -1.10 0.46
H -4.2823 -0.9643 0.5620 -0.03 0.09 -0.81 0.51
O -5.2405 -0.9839 0.4403 -0.65 -0.17 1.95 -0.98
H 0.2965 4.1579 -2.7228 -0.13 -0.06 0.08 0.49
H 1.6169 4.5942 -3.2509 0.53 0.04 0.09 0.47
O 0.6890 4.6416 -3.4622 -0.44 -0.09 0.01 -0.96
H -1.4457 4.4371 -0.9604 -0.13 0.06 0.41 0.50
H -1.8259 5.2131 -2.1769 -0.10 0.29 -0.48 0.45
O -2.0281 5.1966 -1.2440 0.14 -0.26 0.11 -1.00
H 1.4255 -4.3001 2.7222 0.39 0.53 0.26 0.47
H 2.6960 -3.8138 1.7066 -1.13 -0.13 0.58 0.51
O 1.9441 -4.4426 1.9341 0.29 -0.70 -0.69 -1.03
H -3.1203 -1.9023 -3.1120 0.08 0.07 0.16 0.48
H -1.7231 -1.9025 -3.6741 0.36 0.14 0.14 0.48
O -2.6108 -2.1928 -3.8761 -0.38 -0.12 -0.17 -0.96
H 1.0420 -2.0189 2.3481 -0.61 -0.35 0.02 0.46
H 1.1658 -0.5522 2.2765 -0.43 0.55 0.44 0.48
O 0.5322 -1.2286 2.5781 0.85 -0.34 -0.11 -0.97
H 1.9733 -2.9600 -1.7717 0.05 0.00 -0.56 0.49
H 1.2585 -3.8121 -2.8534 0.07 0.24 -0.07 0.46
O 1.9549 -3.8661 -2.1920 -0.14 -0.21 0.19 -1.01
H 0.9767 3.8380 -0.1052 0.42 0.17 -0.04 0.51
H 2.2887 3.1370 0.1823 0.31 0.11 -0.16 0.45
O 1.9549 4.0402 0.1271 -0.54 -0.33 0.24 -1.02
H -1.7617 -1.4209 2.1038 1.08 0.80 -0.14 0.49
H -1.9382 -2.2330 3.4262 0.46 0.41 -0.02 0.46
O -2.2416 -2.1081 2.5294 -1.57 -1.26 0.13 -0.96
H 0.8556 -5.2674 0.3302 0.21 0.10 0.03 0.49
H 0.9146 -5.1254 -1.1959 0.24 0.00 0.38 0.49
O 0.6088 -5.7173 -0.4868 -0.30 -0.23 -0.18 -1.00
H 2.7690 0.7912 1.5890 -0.11 0.19 -0.25 0.49
H 1.3501 1.3971 1.4391 0.29 -0.07 -0.13 0.48
O 1.9986 1.0890 2.0909 0.19 -0.26 0.04 -0.96
H 2.9089 -1.8020 1.2097 0.16 0.15 -0.12 0.47
H 3.1741 -2.5771 -0.0166 0.06 0.22 -0.02 0.51
O 3.4185 -2.5728 0.9316 0.27 0.04 0.05 -0.97
H 1.1030 2.9728 3.2461 0.13 -0.07 0.05 0.47
H 1.7449 4.0096 2.3505 0.00 0.09 -0.17 0.50
O 1.5308 3.8330 3.2790 -0.07 0.17 0.05 -0.97
```
Forces are in eV/Å.

Output
F_max in hartree/bohr: 0.0419
Energy above the lowest of the compared OMol25 structures with the same formula, charge and spin in kcal per mole: 61.5
HOMO level in Ha: -0.0888
LUMO in eV: 4.5
Total charge: -2

=====

No. 4
DFT (ωB97M-V/def2-TZVPD) results for a 18-piece molecular cluster, C4H34BO25 overall at a distorted geometry.

Structure (XYZ):
```
64
Properties=species:S:1:pos:R:3:forces:R:3:nbo_charge:R:1
O -0.8246 -0.0561 3.1164 0.39 -0.47 -0.71 -0.61
C -0.5709 -0.2019 1.9381 -1.31 0.61 1.22 0.69
O 0.5983 -0.1892 1.3813 1.29 0.67 -0.30 -0.65
B 0.4806 -0.3234 -0.0889 -1.39 -0.78 0.69 1.19
O -0.9921 -0.2731 -0.2972 0.10 -0.10 -1.66 -0.66
C -1.6430 -0.3271 0.8172 0.81 0.13 1.68 0.69
O -2.8090 -0.4251 1.0301 -0.92 -0.10 -0.33 -0.57
O 0.9982 -1.6750 -0.3880 0.41 0.62 -0.63 -0.67
C 1.9658 -1.4861 -1.2682 2.68 -2.08 -1.42 0.67
O 2.7540 -2.3225 -1.6930 -1.67 1.26 0.85 -0.55
C 1.9816 -0.0253 -1.7514 0.33 -0.57 -1.85 0.70
O 1.1219 0.6112 -0.9905 -0.27 0.87 0.95 -0.67
O 2.4991 0.3751 -2.7706 -0.29 -0.26 1.57 -0.55
O -3.1755 1.4418 -2.7755 -0.04 -0.35 0.26 -0.98
H -2.7696 1.5389 -1.9138 0.40 0.63 0.39 0.47
H -3.5994 0.5885 -2.5794 -0.34 -0.15 -0.60 0.50
O 2.3623 3.3535 -2.5499 -0.70 0.97 0.56 -0.97
H 2.4629 2.7108 -3.2373 -0.05 -0.84 -0.58 0.49
H 1.4026 3.3697 -2.3579 0.43 -0.24 -0.21 0.51
O -0.1726 -0.8640 5.9491 0.40 0.16 -0.77 -0.96
H -0.1687 -1.2474 5.0498 -0.09 0.26 0.41 0.49
H 0.3609 -0.0613 5.7959 -0.44 -0.40 0.24 0.48
O 5.5929 -1.5779 -3.6190 0.14 0.09 0.09 -0.99
H 4.7610 -1.2208 -3.2937 -0.35 0.15 0.03 0.49
H 6.0752 -1.7626 -2.7986 0.05 -0.24 -0.11 0.49
O -4.5084 -0.8429 -1.9350 0.43 0.40 -0.94 -0.96
H -5.4110 -0.7030 -1.6796 -0.53 -0.09 0.42 0.48
H -4.1277 -1.5560 -1.4369 0.07 -0.40 0.54 0.49
O -0.6967 -4.0502 -1.4247 -0.41 -0.24 0.18 -0.94
H -0.3605 -3.3834 -0.8358 0.08 0.41 0.97 0.48
H -0.1942 -3.8038 -2.1874 0.36 -0.18 -1.15 0.46
O 3.9209 0.5424 0.5927 -0.26 0.23 0.12 -0.98
H 2.9904 0.6409 0.8546 0.49 0.04 0.05 0.47
H 4.2362 1.4572 0.4557 -0.25 -0.28 -0.22 0.50
O -7.2745 0.5402 5.0422 1.46 0.15 -1.63 -0.97
H -6.2862 0.5368 4.9731 -0.78 0.03 0.06 0.50
H -7.4394 0.4299 5.9553 -0.35 -0.19 1.46 0.47
O 3.1509 -1.9647 -5.1408 0.32 -0.31 -0.08 -0.95
H 4.0670 -2.1781 -4.9000 -0.05 0.22 -0.05 0.49
H 2.6800 -2.7366 -4.8163 -0.22 0.04 0.06 0.46
O -0.4484 2.3267 -2.6734 -0.36 1.20 -0.41 -0.98
H -1.2982 2.2931 -3.1412 0.20 -0.08 0.09 0.50
H -0.2343 1.4263 -2.4877 0.23 -0.91 0.27 0.48
O -2.1680 2.7058 4.2941 0.32 0.27 0.20 -0.94
H -2.3220 1.7652 4.3892 -0.35 -0.45 -0.08 0.48
H -1.4288 2.8417 4.8954 0.02 0.23 -0.10 0.46
O -7.1164 0.3075 1.8088 0.33 -0.37 0.17 -0.95
H -7.0911 0.3664 2.7772 -0.17 0.01 -0.21 0.49
H -6.4936 -0.4061 1.5981 -0.23 0.35 0.11 0.46
O 4.2894 3.0670 -0.7604 0.05 0.74 -0.39 -1.01
H 3.5250 2.9794 -1.3848 0.25 -0.02 0.38 0.51
H 4.5873 3.9723 -0.9778 -0.08 -0.74 0.37 0.47
O -4.1347 0.3222 4.6095 0.13 -0.52 -0.35 -1.00
H -3.9187 0.3682 3.6542 -0.11 -0.26 0.70 0.49
H -3.8701 -0.5789 4.9158 -0.24 0.65 -0.56 0.50
O 6.5563 -2.1605 -0.8960 0.79 -0.49 -0.16 -0.94
H 7.4338 -2.0269 -0.5270 0.33 -0.39 -0.15 0.47
H 6.1385 -1.3786 -0.5758 -1.21 0.98 0.37 0.48
O -2.9714 -2.0338 5.7659 -0.21 0.65 0.09 -0.97
H -2.5100 -2.8608 5.6755 0.18 -0.48 -0.11 0.48
H -2.2690 -1.3753 5.8713 0.21 -0.05 0.17 0.50
O 4.1411 1.7238 -7.3934 0.73 -0.68 -0.83 -0.94
H 3.6298 2.3470 -6.9101 -0.62 0.67 0.72 0.47
H 4.5347 1.1288 -6.7494 -0.12 -0.02 0.12 0.48
```
Forces are in eV/Å.

Output
F_max in hartree/bohr: 0.0715
Energy above the lowest of the compared OMol25 structures with the same formula, charge and spin in kcal per mole: 31.8
HOMO level in Ha: -0.3044
LUMO in eV: 2.1
Total charge: -1

=====

> What is the F_max in the fourth record?

0.0715 hartree/bohr